Entry 1:
57
Properties=species:S:1:pos:R:3:forces:R:3:nbo_charge:R:1 method="wB97M-V/def2-TZVPD" total_charge=+1 homo_lumo_gap_ev=6.92 relative_energy_kcal_mol=0.0
Ir 0.569066 0.182495 0.084047 0.5 -0.3 0.4 0.70
Se 3.731962 0.935129 1.345849 0.0 -0.1 -0.2 0.22
Se 2.989805 -0.548424 2.949309 0.1 0.1 0.0 0.26
C 1.155151 -0.078408 3.179116 -0.2 0.1 0.2 0.05
C 0.786824 -0.105623 4.523019 0.1 0.0 -0.1 -0.27
C -0.524268 0.098578 4.898801 -0.1 0.0 -0.1 -0.11
C -1.444304 0.360641 3.898267 0.1 0.0 0.1 -0.23
C -1.013488 0.388849 2.591589 0.0 0.0 -0.1 0.07
N 0.262200 0.163946 2.199856 -0.1 -0.1 -0.1 -0.48
C 3.716895 -0.440980 -0.006018 -0.2 0.0 0.0 0.06
C 4.881658 -0.841107 -0.633336 0.0 0.0 0.0 -0.26
C 4.826022 -1.939059 -1.481358 0.0 -0.1 0.0 -0.13
C 3.621580 -2.603836 -1.641718 0.1 0.1 0.0 -0.23
C 2.500157 -2.115543 -0.991866 0.1 -0.1 0.0 0.06
N 2.536812 -1.039601 -0.204840 -0.1 0.3 0.1 -0.53
H 1.556140 -0.277508 5.262696 0.0 0.0 0.0 0.25
H -0.810836 0.069238 5.941226 0.0 0.0 0.0 0.24
H -2.486485 0.545716 4.113304 0.0 0.0 0.0 0.25
H -1.719046 0.581051 1.802970 0.0 0.0 0.0 0.25
H 5.809705 -0.324047 -0.435587 0.0 0.0 0.0 0.25
H 5.718372 -2.286375 -1.984691 0.0 0.0 0.0 0.24
H 3.542934 -3.481822 -2.266475 0.0 0.0 0.0 0.24
H 1.535410 -2.590996 -1.104339 0.0 0.0 0.0 0.22
Br 0.727171 0.353063 -2.382210 -0.2 -0.1 0.0 0.32
C -0.470545 -1.116348 -2.685340 0.1 0.1 0.1 -0.06
C -0.856467 -1.401780 -3.955791 0.0 0.0 0.0 -0.24
C -1.682546 -2.527697 -4.159504 0.0 0.0 0.0 -0.20
C -2.045374 -3.310335 -3.101725 0.0 0.0 0.0 -0.16
C -1.628895 -3.009596 -1.781068 0.0 0.0 0.0 -0.06
C -1.977928 -3.837367 -0.687785 0.0 0.0 0.1 -0.20
C -1.539898 -3.530873 0.565234 0.0 0.0 0.0 -0.19
C -0.769079 -2.369227 0.802685 0.0 0.0 0.0 -0.23
C -0.425701 -1.512924 -0.212304 -0.2 0.1 -0.1 -0.09
C -0.832967 -1.858352 -1.542006 -0.1 0.0 -0.1 -0.09
H -0.538607 -0.790371 -4.789120 0.0 0.0 0.0 0.24
H -2.009701 -2.768362 -5.161401 0.0 0.0 0.0 0.23
H -2.662609 -4.185426 -3.261163 0.0 0.0 0.0 0.23
H -2.584181 -4.716733 -0.863248 0.0 0.0 0.0 0.23
H -1.790304 -4.171873 1.400534 0.0 0.0 0.0 0.22
H -0.462057 -2.170171 1.819800 0.0 0.0 0.0 0.21
C 0.045842 5.469019 0.243448 0.0 0.0 0.0 -0.21
C 1.008876 4.460176 0.463546 0.0 0.0 0.0 -0.19
C 0.649190 3.148358 0.345377 0.0 0.0 0.0 -0.23
C -0.670696 2.770769 -0.001200 -0.2 0.0 0.0 -0.04
C -1.021613 1.394392 -0.133694 0.1 0.2 0.0 -0.17
C -2.307530 1.071832 -0.478510 0.0 0.0 0.0 -0.29
C -3.276155 2.084710 -0.688339 0.0 0.0 0.0 -0.20
C -2.952349 3.403535 -0.565786 0.0 0.0 0.0 -0.19
C -1.632226 3.784926 -0.219651 0.0 0.0 0.0 -0.08
C -1.237882 5.138951 -0.086911 0.0 0.0 0.0 -0.16
H 0.332352 6.507644 0.340245 0.0 0.0 0.0 0.22
H 2.021716 4.731632 0.731363 0.0 0.0 0.0 0.22
H 1.409299 2.384468 0.542336 0.0 0.0 0.0 0.18
H -2.604939 0.035223 -0.590523 0.0 0.0 0.0 0.22
H -4.285418 1.799272 -0.956937 0.0 0.0 0.0 0.22
H -3.696150 4.171991 -0.736155 0.0 0.0 0.0 0.22
H -1.974869 5.915135 -0.254010 0.0 0.0 0.0 0.22

=====

Entry 2:
62
Properties=species:S:1:pos:R:3:forces:R:3:nbo_charge:R:1 method="wB97M-V/def2-TZVPD" total_charge=+1 homo_lumo_gap_ev=1.51
Sr -14.856000 -21.340410 -7.424550 -1.0 0.9 -1.1 1.77
C -18.474100 -18.154930 -11.472130 -0.8 0.0 -0.7 -0.73
C -17.633570 -18.915390 -10.425200 0.8 0.8 -1.0 0.76
O -16.410020 -18.712940 -10.383070 2.7 0.9 -0.5 -0.75
O -18.162940 -19.706560 -9.679500 -2.4 -2.2 1.9 -0.74
H -18.433390 -18.541760 -12.490370 0.5 -0.9 0.2 0.24
H -18.233420 -17.120470 -11.717250 0.3 0.2 1.0 0.23
H -19.526510 -18.272020 -11.213640 0.1 0.3 0.2 0.23
C -21.046950 -23.668030 -10.506570 0.8 0.4 -1.7 -0.25
O -22.233190 -24.291330 -10.901320 -0.7 -0.4 0.5 -0.71
H -21.082450 -22.600680 -10.724750 -0.1 0.3 0.6 0.17
H -20.641050 -23.891360 -9.519920 -0.4 -0.1 0.2 0.15
H -20.351960 -24.015040 -11.271210 0.5 -0.2 0.3 0.18
H -22.983740 -23.886070 -10.460830 0.0 0.0 0.1 0.47
C -21.228410 -18.237370 -5.895790 0.2 -0.7 -0.9 -0.25
O -21.547380 -19.219430 -6.907280 -0.9 0.1 0.7 -0.74
H -21.920340 -18.259970 -5.053870 -0.1 -0.6 -0.2 0.19
H -20.232350 -18.501980 -5.540910 0.1 0.7 0.3 0.15
H -21.340900 -17.234250 -6.307110 0.6 0.1 0.0 0.17
H -20.810590 -19.395120 -7.497090 0.2 0.4 0.1 0.47
C -20.545640 -19.078270 -16.967660 0.7 1.3 -0.8 -0.27
O -20.030450 -20.406450 -17.043970 -0.5 0.7 0.0 -0.71
H -21.247900 -18.759880 -17.738090 -0.9 -1.2 0.1 0.18
H -20.889360 -18.747600 -15.987550 -0.1 -0.5 0.1 0.17
H -19.806740 -18.349630 -17.301170 0.8 0.0 0.6 0.16
H -19.078240 -20.289970 -17.080330 0.0 -0.3 0.0 0.47
O -11.745500 -16.293670 -10.015900 0.2 0.0 0.2 -0.93
H -12.428550 -15.992350 -10.614960 -0.2 0.1 -0.2 0.48
H -12.052480 -17.147900 -9.712100 0.0 -0.1 0.0 0.45
O -13.656500 -18.974840 -13.214890 0.3 -0.2 -0.1 -0.94
H -14.048430 -18.106260 -13.305380 -0.2 0.2 -0.1 0.48
H -13.999420 -19.307640 -12.385510 -0.3 0.0 0.2 0.46
C -14.451200 -11.611880 -12.146140 1.1 1.1 0.4 -0.64
C -15.712030 -11.852490 -12.940980 -0.9 0.4 -1.2 0.13
C -16.267070 -10.425630 -13.388900 -0.4 -0.4 -1.3 -0.40
C -17.224140 -10.342050 -14.685800 0.6 -0.8 0.8 -0.40
C -16.560410 -11.110450 -15.802360 0.0 0.2 -0.4 -0.40
C -16.079970 -12.525300 -15.464650 -0.5 -1.5 0.4 0.12
N -15.323820 -12.569990 -14.197060 -0.5 2.9 0.0 -0.22
O -14.574690 -13.701590 -14.001940 0.3 -1.1 0.4 -0.57
C -17.300250 -13.484860 -15.389470 -0.1 0.6 -0.4 -0.63
C -15.218180 -13.033740 -16.620260 0.6 0.0 0.1 -0.61
C -16.723210 -12.554480 -11.993900 0.8 0.2 -0.5 -0.63
H -14.598330 -11.020440 -11.242460 -0.7 -0.6 0.5 0.22
H -13.763210 -10.892550 -12.590350 0.1 -0.3 -1.0 0.22
H -13.875970 -12.512590 -11.931810 -0.3 0.0 0.2 0.21
H -16.672310 -9.924640 -12.509750 -0.1 0.0 -0.1 0.21
H -15.361770 -9.902780 -13.697380 0.0 0.3 0.0 0.20
H -17.360640 -9.363790 -15.146770 0.3 0.5 0.9 0.22
H -18.249830 -10.701620 -14.603600 0.0 -0.3 0.8 0.20
H -15.814700 -10.451010 -16.246360 0.9 -0.4 0.4 0.21
H -17.264190 -11.140810 -16.634150 -0.2 -0.5 -0.1 0.21
H -17.931550 -13.177700 -16.223260 -0.4 -0.4 0.0 0.20
H -17.018180 -14.526170 -15.545160 0.1 0.0 0.2 0.21
H -17.861340 -13.382840 -14.460560 0.0 0.0 -0.1 0.20
H -15.802710 -13.151660 -17.532680 -0.1 0.5 0.0 0.21
H -14.375350 -12.353590 -16.743310 0.0 0.1 -0.4 0.21
H -14.775400 -14.019330 -16.476540 -0.2 0.0 0.5 0.22
H -16.966120 -11.834020 -11.212860 -0.5 0.0 -0.1 0.21
H -16.212180 -13.355870 -11.460320 -0.2 -0.4 -0.3 0.21
H -17.583250 -12.911740 -12.560270 -0.1 0.0 0.5 0.21
H -13.682450 -13.348240 -14.027210 0.3 -0.3 -0.1 0.46

=====

Per-record molar mass, g mol⁻¹: 839.6; 436.1
Per-record electronic energy, Ha: -8746.34171; -1243.06303
Per-record E_HOMO, eV: -10.29; -9.09